Density functional theory data (ωB97M-V/def2-TZVPD) for a gas-phase ion, C35H36FN2 (charge +1) in a non-equilibrium geometry.

Geometry as XYZ:
```
74
Properties=species:S:1:pos:R:3:mulliken_charge:R:1
C -1.86 3.22 4.73 -1.81
C -1.66 2.02 3.89 0.81
C -2.79 1.39 3.34 -0.89
C -2.64 0.25 2.55 1.10
C -3.82 -0.46 1.92 -1.75
C -1.33 -0.18 2.35 0.03
N -1.14 -1.18 1.38 1.05
C -1.50 -2.51 1.57 -0.73
C -0.91 -3.21 0.61 -1.09
N -0.11 -2.33 -0.14 1.05
C 0.86 -2.78 -1.07 0.31
C 1.87 -3.66 -0.61 0.83
C 2.01 -4.12 0.83 -1.36
C 2.84 -4.09 -1.52 -0.93
C 2.77 -3.74 -2.87 0.64
C 3.89 -4.06 -3.80 -1.50
C 1.64 -3.06 -3.33 -1.07
C 0.64 -2.62 -2.44 0.44
C -0.64 -1.99 -2.89 -0.83
C -0.32 -1.02 0.29 -1.12
C 0.39 0.22 -0.05 -0.08
C -0.17 1.83 -0.10 1.02
C -1.07 1.80 -1.29 -0.30
C -2.40 1.43 -1.04 -0.37
C -3.19 0.96 -2.08 -0.59
C -2.72 1.00 -3.40 -0.79
C -1.51 1.63 -3.65 -0.76
C -0.70 2.11 -2.60 0.06
C 1.00 2.84 -0.15 0.34
C 0.91 3.90 0.76 -0.67
C 1.78 4.98 0.66 -0.62
C 2.76 5.05 -0.33 -0.75
C 2.80 4.01 -1.24 -0.03
F 3.70 4.09 -2.28 -0.32
C 1.97 2.88 -1.17 -0.59
C -0.19 0.32 2.99 0.80
C 1.17 -0.33 2.92 -1.23
C -0.37 1.49 3.72 -1.28
H -0.89 3.71 4.88 0.38
H -2.56 3.91 4.25 0.42
H -2.26 2.93 5.71 0.38
H -3.81 1.78 3.50 0.44
H -3.56 -1.04 1.02 0.32
H -4.29 -1.16 2.64 0.38
H -4.58 0.29 1.64 0.48
H -2.12 -2.83 2.39 0.67
H -0.88 -4.26 0.39 0.83
H 2.97 -4.65 0.94 0.41
H 2.03 -3.28 1.54 0.11
H 1.24 -4.83 1.16 0.34
H 3.71 -4.68 -1.17 0.36
H 3.61 -3.81 -4.82 0.36
H 4.78 -3.48 -3.53 0.32
H 4.15 -5.13 -3.74 0.37
H 1.53 -2.82 -4.40 0.28
H -0.60 -1.78 -3.97 0.38
H -1.52 -2.63 -2.68 0.29
H -0.80 -1.04 -2.36 -0.21
H 0.55 0.39 -1.19 1.04
H 1.06 0.75 0.78 -0.38
H -0.80 2.01 0.76 0.08
H -2.79 1.62 -0.02 0.49
H -4.16 0.54 -1.84 0.44
H -3.27 0.48 -4.18 0.43
H -1.15 1.74 -4.67 0.41
H 0.10 2.82 -2.81 0.64
H 0.04 3.96 1.43 0.39
H 1.66 5.79 1.36 0.42
H 3.50 5.85 -0.33 0.44
H 1.96 2.20 -2.03 0.75
H 1.84 0.16 3.64 0.51
H 1.16 -1.41 3.15 0.27
H 1.66 -0.22 1.95 0.40
H 0.49 2.01 4.16 0.33
```

Computed properties:
gap between HOMO and LUMO	8.72	eV
SMILES	Cc1cc(C)c(-n2cc[n+](-c3c(C)cc(C)cc3C)c2C[C@H](c2ccccc2)c2cccc(F)c2)c(C)c1
net charge	+1
energy	-42569.8738	eV